#A
Density functional theory data (wB97M-V/def2-TZVPD) for a 2-piece molecular cluster, C6H11ClN2 overall.

Summary:
HOMO energy in eV: -4.94
Orbital gap in eV: 3.41

Atoms and positions in Å:
C (-2.313, 3.296, -1.459)
C (-2.509, 1.773, -1.580)
N (-2.417, 1.155, -0.285)
C (-3.264, 1.346, 0.806)
C (-2.807, 0.595, 1.899)
N (-1.654, -0.101, 1.383)
C (-1.501, 0.278, 0.081)
C (-0.819, -0.916, 2.209)
H (-2.886, 3.621, -0.590)
H (-2.656, 3.785, -2.371)
H (-1.300, 3.599, -1.195)
H (-1.639, 1.339, -2.074)
H (-3.516, 1.487, -1.883)
H (-4.023, 2.115, 0.805)
H (-3.073, 0.599, 2.945)
H (-0.764, -0.205, -0.543)
H (-1.205, -0.722, 3.209)
H (0.215, -0.574, 2.159)
H (-1.080, -1.925, 1.891)
Cl (-3.667, -5.015, 7.646)

***

#B
Density functional theory data (wB97M-V/def2-TZVPD) for a 2-piece molecular cluster, C6H11ClN2 overall.

Summary:
HOMO energy in eV: -7.21
Orbital gap in eV: 7.56

Atoms and positions in Å:
C (-1.909, -1.751, 0.771)
C (-0.654, -1.873, -0.129)
N (0.111, -0.650, -0.194)
C (1.342, -0.669, -0.740)
C (1.815, 0.588, -0.562)
N (0.816, 1.329, 0.093)
C (-0.227, 0.536, 0.275)
C (1.004, 2.676, 0.552)
H (-2.370, -2.700, 0.978)
H (-2.688, -1.287, 0.229)
H (-1.719, -1.275, 1.768)
H (-0.994, -2.120, -1.156)
H (-0.062, -2.657, 0.229)
H (1.842, -1.467, -1.278)
H (2.735, 1.095, -0.818)
H (-1.054, 0.788, 0.919)
H (0.031, 3.139, 0.509)
H (1.501, 3.207, -0.239)
H (1.450, 2.674, 1.548)
Cl (-0.968, 0.417, -2.754)

***

Which is most stable, and by how much? #B, by 0.0863 hartree.

***

#A
Density functional theory data (wB97M-V/def2-TZVPD) for one molecule with the formula C2H4N6.

Summary:
HOMO energy in eV: -10.03
SMILES: [H]/N=C/Nn1cnnn1
Orbital gap in eV: 10.35

Atoms and positions in Å:
C (-0.604, -1.543, 0.474)
C (1.241, 1.124, -0.830)
H (-0.241, -2.787, 1.780)
H (-1.712, -1.944, 0.221)
H (-1.655, -0.573, -0.688)
H (2.157, 0.576, -1.141)
N (0.386, -1.853, 1.287)
N (-0.698, -0.541, -0.452)
N (0.004, 0.746, -0.430)
N (1.400, 2.327, -0.521)
N (0.332, 2.652, 0.166)
N (-0.608, 1.816, 0.134)

***

#B
Density functional theory data (wB97M-V/def2-TZVPD) for one molecule with the formula C2H4N6.

Summary:
HOMO energy in eV: -8.64
SMILES: N/N=C\c1nn[nH]n1
Orbital gap in eV: 9.39

Atoms and positions in Å:
C (-0.911, 1.071, 0.042)
C (0.457, 0.436, 0.105)
H (-1.607, -1.554, 0.357)
H (-3.165, -1.295, -0.242)
H (-0.872, 2.146, 0.223)
H (3.445, 0.305, -0.163)
N (-2.290, -0.789, -0.021)
N (-2.060, 0.533, -0.199)
N (0.707, -0.885, 0.082)
N (2.010, -1.005, -0.024)
N (2.560, 0.020, -0.194)
N (1.725, 1.017, 0.034)

***

#C
Density functional theory data (wB97M-V/def2-TZVPD) for one molecule with the formula C2H4N6.

Summary:
HOMO energy in eV: -9.42
SMILES: [H]/N=C\n1nn[nH]/c1=N\[H]
Orbital gap in eV: 10.05

Atoms and positions in Å:
C (1.408, 0.725, 0.900)
C (-0.469, -0.633, -0.478)
H (1.380, -0.961, 2.125)
H (1.475, 1.751, 0.827)
H (-1.897, -0.256, -1.889)
H (-1.384, -2.489, 0.044)
N (1.765, 0.012, 1.931)
N (0.411, 0.423, -0.113)
N (-0.054, 1.631, -0.607)
N (-1.091, 1.520, -1.312)
N (-1.164, 0.085, -1.414)
N (-0.379, -1.808, -0.013)

***

Which is most stable, and by how much? #C, by 0.0132 hartree.

***

#A
Density functional theory data (wB97M-V/def2-TZVPD) for a 2-piece molecular cluster, C5H14N overall.

Summary:
HOMO energy in eV: -14.58
Charge: +1
Orbital gap in eV: 11.27

Atoms and positions in Å:
C (-0.615, -0.912, 0.834)
C (0.856, -0.889, 0.805)
C (1.644, -1.048, 2.079)
N (-1.051, -0.678, -0.599)
H (-1.120, -1.793, 1.277)
H (-0.973, -0.071, 1.459)
H (1.085, 0.081, 0.271)
H (1.221, -1.733, 0.164)
H (1.325, -0.160, 2.783)
H (1.269, -1.965, 2.619)
H (2.741, -1.139, 1.987)
H (-0.836, 0.270, -0.920)
H (-0.656, -1.375, -1.244)
H (-2.081, -0.746, -0.644)
C (-1.099, 2.300, -1.850)
C (0.143, 1.767, -1.763)
H (-1.848, 1.823, -2.451)
H (-1.351, 3.250, -1.367)
H (0.410, 0.885, -2.298)
H (0.937, 2.132, -1.142)

***

#B
Density functional theory data (wB97M-V/def2-TZVPD) for a 2-piece molecular cluster, C5H14N overall.

Summary:
HOMO energy in eV: -12.39
Charge: +1
Orbital gap in eV: 3.99

Atoms and positions in Å:
C (1.137, 1.691, 0.371)
C (-0.271, 1.452, -0.311)
C (-0.781, -0.018, -0.156)
C (-0.151, -0.943, -1.129)
C (-0.736, -2.318, -0.810)
N (1.037, 1.465, 1.755)
H (1.914, 1.099, -0.087)
H (1.485, 2.750, 0.125)
H (-0.127, 1.697, -1.452)
H (-0.935, 2.246, 0.026)
H (-1.925, 0.040, -0.196)
H (-0.627, -0.241, 0.969)
H (0.915, -1.089, -0.883)
H (-0.279, -0.657, -2.222)
H (-1.803, -2.289, -1.095)
H (-0.314, -3.291, -1.130)
H (-0.738, -2.447, 0.415)
H (1.972, 1.334, 2.210)
H (-0.359, -2.691, 1.323)
H (0.587, 2.210, 2.276)

***

Which is most stable, and by how much? #A, by 0.1649 hartree.

***

#A
Density functional theory data (wB97M-V/def2-TZVPD) for one molecule with the formula C3H4OS2.

Summary:
HOMO energy in eV: -9.02
Orbital gap in eV: 8.97

Atoms and positions in Å:
C (-0.804, -0.547, -0.103)
C (0.473, -0.846, 0.036)
C (1.425, 0.317, -0.145)
O (-2.126, 1.611, 0.597)
S (-2.360, -1.304, 0.053)
S (-2.048, 0.712, -0.499)
H (0.705, -1.666, 0.788)
H (2.334, -0.177, -0.625)
H (1.586, 0.854, 0.732)
H (0.813, 1.047, -0.833)

***

#B
Density functional theory data (wB97M-V/def2-TZVPD) for one molecule with the formula C3H4OS2.

Summary:
HOMO energy in eV: -8.68
Orbital gap in eV: 8.85

Atoms and positions in Å:
C (-0.543, -0.246, -0.014)
C (-0.792, 1.234, 0.063)
C (2.062, 0.250, -0.246)
O (-0.064, 2.058, 0.518)
S (1.082, -0.772, 0.655)
S (3.726, 0.135, -0.121)
H (-0.613, -0.564, -1.056)
H (-1.307, -0.771, 0.565)
H (-1.781, 1.500, -0.365)
H (3.986, -0.858, 0.764)

***

Which is most stable, and by how much? #B, by 0.0039 hartree.

***

#A
Density functional theory data (wB97M-V/def2-TZVPD) for a 2-piece molecular cluster, C7H8NO3S overall.

Summary:
HOMO energy (alpha / beta) in eV: -4.94 / -4.94
Charge: -1
Orbital gap (alpha / beta) in eV: 8.76 / 8.66

Atoms and positions in Å:
C (-2.249, -1.292, -2.413)
C (-1.185, -1.354, -1.948)
C (0.995, 2.105, -0.294)
C (1.073, -1.681, 2.445)
C (0.333, -1.142, 1.420)
C (1.566, 3.061, 0.459)
C (0.852, -0.038, 0.590)
N (0.420, 1.119, 0.519)
O (1.451, -2.105, -0.990)
O (1.899, 0.122, -1.795)
O (3.364, -0.777, -0.082)
S (2.019, -0.786, -0.689)
H (-3.101, -1.413, -3.025)
H (-0.223, -1.284, -1.455)
H (0.772, 1.930, -1.253)
H (0.699, -2.294, 3.162)
H (2.007, -1.221, 2.643)
H (-0.630, -1.448, 1.084)
H (1.518, 2.879, 1.542)
H (1.961, 3.988, 0.118)

***

#B
Density functional theory data (wB97M-V/def2-TZVPD) for a 2-piece molecular cluster, C7H8NO3S overall.

Summary:
HOMO energy (alpha / beta) in eV: -5.20 / -3.71
Charge: -1
Orbital gap (alpha / beta) in eV: 8.33 / 5.88

Atoms and positions in Å:
C (1.628, 0.489, 1.330)
C (2.299, 0.730, 0.161)
C (0.455, -0.438, 1.289)
C (2.562, -0.410, -0.689)
C (0.736, -1.580, 0.151)
C (-0.345, -0.545, 0.091)
C (-0.460, 0.520, -0.943)
N (1.821, -1.445, -0.634)
O (-4.495, -0.969, -0.304)
O (-4.288, 1.097, 1.039)
O (-3.577, 1.075, -1.318)
S (-3.757, 0.299, -0.096)
H (1.849, 1.232, 2.003)
H (2.916, 1.587, 0.258)
H (0.164, -0.947, 2.217)
H (3.444, -0.512, -1.338)
H (0.457, -2.536, 0.313)
H (-0.802, 0.129, -1.910)
H (0.533, 1.032, -1.019)
H (-1.138, 1.190, -0.601)

***

Which is most stable, and by how much? #A, by 0.0183 hartree.

***

#A
Density functional theory data (wB97M-V/def2-TZVPD) for a 13-piece molecular cluster, H26O13 overall.

Summary:
HOMO energy (alpha / beta) in eV: -0.28 / -6.92
Charge: -1
2S+1: 2
Orbital gap (alpha / beta) in eV: 2.74 / 9.28

Atoms and positions in Å:
O (-1.516, 2.910, -1.266)
H (-1.085, 3.147, -0.445)
H (-1.127, 2.068, -1.506)
O (-0.218, 0.032, -0.078)
H (0.395, 0.640, 0.337)
H (-0.065, 0.140, -1.016)
O (0.900, -2.875, 0.423)
H (0.665, -3.648, 0.937)
H (1.180, -2.231, 1.072)
O (-2.097, -2.373, 1.780)
H (-1.899, -2.389, 2.716)
H (-1.931, -1.469, 1.514)
O (1.621, 0.362, -2.393)
H (1.478, 0.697, -3.279)
H (1.717, 1.147, -1.853)
O (1.770, -2.396, -2.139)
H (1.610, -2.603, -1.218)
H (1.765, -1.439, -2.174)
O (-1.410, -0.420, -3.426)
H (-1.091, -0.041, -4.245)
H (-2.292, -0.063, -3.324)
O (2.058, 2.643, -1.194)
H (3.014, 2.652, -1.230)
H (1.848, 2.945, -0.310)
O (-1.450, -2.178, -1.301)
H (-0.696, -1.792, -0.855)
H (-1.478, -1.736, -2.150)
O (-2.367, 0.778, 1.692)
H (-3.106, 1.253, 1.312)
H (-1.819, 0.548, 0.943)
O (-0.436, -0.105, 3.434)
H (-0.655, 0.475, 4.164)
H (-1.021, 0.167, 2.727)
O (0.318, 2.610, 1.311)
H (-0.455, 2.666, 1.874)
H (1.059, 2.682, 1.914)
O (2.275, -1.004, 2.033)
H (2.940, -1.248, 2.677)
H (1.602, -0.551, 2.542)

***

#B
Density functional theory data (wB97M-V/def2-TZVPD) for a 13-piece molecular cluster, H26O13 overall.

Summary:
HOMO energy (alpha / beta) in eV: -0.27 / -7.80
Charge: -1
2S+1: 2
Orbital gap (alpha / beta) in eV: 2.90 / 10.26

Atoms and positions in Å:
O (2.561, -2.090, -0.138)
H (1.771, -2.543, -0.418)
H (3.472, -2.179, -0.392)
O (-0.155, 0.122, 0.102)
H (0.448, 0.274, -0.628)
H (-0.284, 0.901, 0.649)
O (-1.478, -0.715, -2.996)
H (-0.594, -0.996, -2.491)
H (-2.152, -0.630, -2.318)
O (1.254, -1.896, 2.467)
H (2.011, -1.807, 1.879)
H (0.638, -1.299, 1.980)
O (-2.070, 2.446, -0.598)
H (-2.971, 2.610, -0.341)
H (-1.724, 1.649, -0.996)
O (1.915, 0.259, 4.084)
H (1.600, 1.115, 3.746)
H (1.330, -0.323, 3.568)
O (-3.994, 0.120, 1.934)
H (-3.641, 0.015, 2.826)
H (-3.411, -0.487, 1.458)
O (-1.579, -1.198, 3.519)
H (-0.754, -1.562, 3.875)
H (-1.836, -1.978, 2.996)
O (0.702, 1.880, -2.440)
H (0.065, 2.402, -2.952)
H (1.636, 2.162, -2.481)
O (0.958, -1.237, -4.285)
H (1.081, -0.333, -3.985)
H (0.032, -1.471, -4.213)
O (1.668, 2.336, -0.023)
H (2.357, 2.320, -0.693)
H (1.274, 1.453, -0.103)
O (-0.635, 2.833, 1.527)
H (0.135, 2.619, 0.978)
H (-1.417, 2.543, 0.965)
O (0.338, -2.246, -1.861)
H (1.236, -1.912, -2.044)
H (0.213, -3.157, -2.155)

***

#C
Density functional theory data (wB97M-V/def2-TZVPD) for a 13-piece molecular cluster, H26O13 overall.

Summary:
HOMO energy (alpha / beta) in eV: -0.20 / -7.64
Charge: -1
2S+1: 2
Orbital gap (alpha / beta) in eV: 2.49 / 9.88

Atoms and positions in Å:
O (-2.633, -1.159, -1.534)
H (-2.008, -1.878, -1.435)
H (-3.132, -1.382, -2.320)
O (-0.004, -0.103, 0.352)
H (0.853, -0.121, -0.073)
H (-0.630, -0.051, -0.371)
O (-3.011, -1.721, 1.258)
H (-2.993, -1.337, 0.382)
H (-3.787, -2.282, 1.258)
O (2.445, 1.791, 1.143)
H (2.876, 2.316, 1.817)
H (2.409, 0.909, 1.512)
O (-0.669, 1.734, -3.600)
H (-0.386, 1.366, -2.763)
H (-1.455, 2.237, -3.388)
O (-0.288, 2.895, 0.930)
H (-0.634, 2.086, 0.553)
H (0.649, 2.730, 1.032)
O (0.992, -0.536, -2.245)
H (1.812, -0.047, -2.299)
H (1.256, -1.423, -2.001)
O (2.654, 2.085, -1.861)
H (2.568, 2.125, -0.909)
H (2.828, 2.988, -2.126)
O (-1.933, 0.507, 2.401)
H (-1.109, 0.468, 1.915)
H (-2.475, -0.178, 2.009)
O (3.432, -2.212, 0.009)
H (4.025, -1.485, 0.200)
H (2.709, -2.101, 0.625)
O (1.913, -1.110, 2.032)
H (1.005, -1.101, 1.729)
H (1.858, -1.392, 2.945)
O (-1.933, 1.356, -1.230)
H (-2.140, 0.422, -1.184)
H (-2.621, 1.780, -0.716)
O (-0.495, -2.584, 2.159)
H (-0.731, -3.501, 2.025)
H (-1.215, -2.090, 1.766)

***

Which is most stable, and by how much? #C, by 0.0043 hartree.